C3H3BeO2 | ωB97M-V with the def2-TZVPD basis set

Geometry as XYZ:
```
9
Properties=species:S:1:pos:R:3:nbo_charge:R:1
C -2.68 -0.25 -0.29 -0.03
C -1.64 0.36 -1.10 -0.25
H -1.23 1.30 -0.70 0.25
H -3.54 0.44 -0.24 0.14
H -0.84 -0.40 -1.23 0.22
O -3.97 -0.07 -3.49 -0.72
C -3.60 0.12 -2.31 0.58
O -2.25 0.62 -2.38 -0.85
Be -2.36 0.59 -3.77 1.66
```

Properties
Energy above the lowest of the compared OMol25 structures with the same formula, charge and spin   4.896 eV
2S+1   1
Total charge   +1
Largest force on an atom   3.54 eV Å⁻¹
Electronic energy   -280.80873 hartree